118
Properties=species:S:1:pos:R:3:lowdin_spin:R:1 method="wB97M-V/def2-TZVPD" total_charge=+3 homo_lumo_gap_ev="6.7 / 5.6" homo_energy_ha="-0.50997 / -0.52904" spin_multiplicity=6 e_above_lowest_kcal_mol=0.0
Ir -0.754 0.760 1.311 2.46
C -3.583 2.711 1.584 0.01
O -2.250 2.468 2.073 0.10
C -1.575 3.451 2.706 0.07
C -2.111 4.711 2.949 -0.01
C -1.345 5.664 3.596 0.08
C -0.040 5.378 4.007 0.00
C 0.490 4.132 3.781 0.05
C -0.262 3.142 3.125 0.03
N 0.207 1.844 2.894 0.30
N 1.361 1.626 3.468 -0.04
C 1.918 0.433 3.538 0.17
C 1.353 -0.807 2.968 0.07
O 0.214 -0.832 2.460 0.19
C 2.163 -2.001 2.974 0.01
C 3.377 -2.000 3.550 0.02
C 3.945 -0.828 4.184 0.03
C 5.193 -0.896 4.797 0.00
C 5.717 0.211 5.443 0.05
C 4.987 1.395 5.489 -0.01
C 3.750 1.480 4.875 0.05
C 3.217 0.377 4.202 0.00
H -3.556 3.463 0.797 0.00
H -4.224 3.012 2.411 0.00
H -3.918 1.768 1.171 0.00
H -3.119 4.946 2.645 0.00
H -1.773 6.638 3.793 0.00
H 0.544 6.132 4.516 0.00
H 1.491 3.890 4.102 0.00
H 1.736 -2.889 2.528 0.00
H 3.967 -2.909 3.562 0.00
H 5.747 -1.826 4.772 0.00
H 6.684 0.150 5.922 0.00
H 5.383 2.249 6.020 0.00
H 3.179 2.394 4.927 0.00
C -5.657 -2.981 -3.596 0.00
C -4.239 -2.623 -4.007 0.00
N -3.399 -2.278 -2.845 0.00
C -3.250 -0.985 -2.528 0.00
C -2.617 -0.523 -1.406 0.00
C -2.500 0.964 -1.269 0.02
O -3.136 1.703 -1.988 0.01
O -1.649 1.407 -0.382 0.15
C -2.157 -1.460 -0.442 0.01
O -1.776 -1.156 0.717 0.10
C -2.214 -2.858 -0.833 0.00
C -1.632 -3.840 -0.023 0.00
C -1.689 -5.151 -0.380 0.00
F -1.029 -6.049 0.379 0.00
C -2.388 -5.596 -1.526 0.00
C -2.952 -4.616 -2.331 0.00
C -2.851 -3.253 -2.017 0.00
N -2.544 -6.953 -1.840 0.00
C -2.568 -7.410 -3.219 0.00
C -3.812 -8.273 -3.444 0.00
N -4.125 -8.995 -2.153 0.00
C -2.863 -9.332 -1.412 0.00
C -2.238 -8.030 -0.900 0.00
H -6.233 -3.277 -4.472 0.00
H -6.153 -2.127 -3.137 0.00
H -5.669 -3.805 -2.882 0.00
H -4.228 -1.754 -4.663 0.00
H -3.759 -3.428 -4.559 0.00
H -3.676 -0.265 -3.216 0.00
H -1.129 -3.542 0.888 0.00
H -3.521 -4.914 -3.195 0.00
H -1.662 -7.983 -3.441 0.00
H -2.582 -6.579 -3.916 0.00
H -3.647 -9.027 -4.212 0.00
H -4.692 -7.687 -3.703 0.00
H -4.677 -9.833 -2.342 0.00
H -4.696 -8.386 -1.562 0.00
H -2.228 -9.868 -2.114 0.00
H -3.107 -9.999 -0.588 0.00
H -1.166 -8.201 -0.765 0.00
H -2.660 -7.786 0.072 0.00
C 3.133 5.071 0.127 0.02
N 1.993 5.972 -0.024 0.01
C 2.246 7.350 0.404 0.00
C 0.799 5.537 -0.379 0.07
S 0.384 3.834 -0.382 0.73
N -0.173 6.372 -0.773 0.02
C -1.565 5.924 -0.798 0.03
C 0.090 7.534 -1.631 0.00
H 4.010 5.552 -0.304 0.00
H 2.957 4.130 -0.386 0.01
H 3.317 4.885 1.187 0.00
H 2.828 7.301 1.323 0.00
H 1.311 7.863 0.606 0.00
H 2.820 7.901 -0.341 0.00
H -1.772 5.301 0.071 0.01
H -1.794 5.371 -1.713 0.00
H -2.202 6.805 -0.749 0.00
H 1.153 7.662 -1.799 0.00
H -0.324 8.440 -1.190 0.00
H -0.388 7.357 -2.595 0.00
C 5.518 1.797 -1.096 0.00
C 5.186 0.380 -0.639 0.00
C 4.173 0.292 0.500 0.01
S 2.449 0.651 0.117 0.03
O 2.405 2.010 -0.549 0.09
C 2.159 -0.614 -1.173 0.00
C 2.122 -0.028 -2.583 0.00
C 0.773 0.585 -2.936 0.00
H 6.314 1.770 -1.838 0.00
H 5.869 2.401 -0.257 0.00
H 4.655 2.292 -1.536 0.00
H 6.096 -0.097 -0.268 0.00
H 4.855 -0.223 -1.487 0.00
H 4.420 0.989 1.306 0.00
H 4.133 -0.713 0.930 0.00
H 1.209 -1.089 -0.913 0.00
H 2.951 -1.353 -1.059 0.00
H 2.357 -0.838 -3.278 0.00
H 2.910 0.718 -2.688 0.00
H -0.001 -0.186 -2.978 0.00
H 0.812 1.072 -3.909 0.00
H 0.467 1.331 -2.202 0.00

=====

112
Properties=species:S:1:pos:R:3:lowdin_charge:R:1 method="wB97M-V/def2-TZVPD" total_charge=+2 homo_lumo_gap_ev="4.9 / 4.9" homo_energy_ha="-0.41992 / -0.41992"
La -0.453 -0.476 0.179 1.60
N 2.106 2.321 0.482 -0.41
P 2.709 0.731 0.327 0.89
C 4.430 0.969 0.820 -0.39
C 5.247 1.878 0.148 -0.09
C 6.584 1.976 0.491 -0.05
C 7.113 1.163 1.491 -0.05
C 6.302 0.263 2.165 -0.06
C 4.957 0.164 1.829 -0.09
C 2.939 0.437 -1.480 -0.40
C 3.893 -0.512 -1.859 -0.13
C 4.043 -0.869 -3.191 -0.05
C 3.239 -0.288 -4.166 -0.05
C 2.283 0.649 -3.805 -0.07
C 2.124 1.007 -2.467 -0.13
P 0.542 2.793 -0.061 0.89
C 0.882 4.549 -0.390 -0.37
C 0.679 5.071 -1.666 -0.10
C 0.923 6.419 -1.906 -0.06
C 1.385 7.234 -0.883 -0.05
C 1.602 6.709 0.388 -0.06
C 1.350 5.370 0.639 -0.09
C -0.395 2.909 1.505 -0.43
C -0.020 2.209 2.654 -0.14
C -0.820 2.266 3.798 -0.06
C -2.009 2.980 3.779 -0.05
C -2.406 3.648 2.620 -0.06
C -1.600 3.621 1.491 -0.12
H 2.797 3.055 0.396 0.06
H 4.848 2.491 -0.656 0.12
H 7.219 2.687 -0.023 0.12
H 8.166 1.232 1.738 0.12
H 6.713 -0.357 2.951 0.12
H 4.315 -0.542 2.344 0.09
H 4.541 -0.953 -1.107 0.11
H 4.789 -1.604 -3.470 0.12
H 3.367 -0.560 -5.207 0.12
H 1.658 1.105 -4.564 0.11
H 1.396 1.765 -2.216 0.02
H 0.322 4.430 -2.463 0.07
H 0.755 6.831 -2.894 0.11
H 1.575 8.283 -1.070 0.12
H 1.964 7.346 1.185 0.12
H 1.510 4.966 1.634 0.11
H 0.921 1.666 2.672 0.08
H -0.509 1.763 4.706 0.12
H -2.627 3.027 4.667 0.12
H -3.341 4.195 2.604 0.12
H -1.888 4.167 0.597 0.11
C -5.709 -1.013 0.083 -0.01
C -4.381 -1.252 0.364 -0.17
N -3.504 -0.263 0.610 -0.01
C -3.939 0.998 0.522 -0.12
C -5.230 1.338 0.150 -0.19
C -6.139 0.303 -0.029 0.02
C -5.648 2.745 -0.025 -0.02
C -5.044 3.729 -0.700 -0.02
C -3.853 3.710 -1.582 -0.26
C -3.601 4.836 -2.362 0.01
C -2.506 4.815 -3.206 -0.09
N -1.708 3.748 -3.304 0.08
C -2.044 2.719 -2.544 -0.24
N -3.053 2.635 -1.685 0.13
H -6.392 -1.840 -0.055 0.12
H -3.997 -2.260 0.425 0.06
H -3.238 1.773 0.799 0.08
H -7.173 0.525 -0.271 0.13
H -6.612 2.982 0.416 0.12
H -5.547 4.691 -0.698 0.11
H -4.242 5.708 -2.310 0.12
H -2.252 5.667 -3.827 0.12
H -1.420 1.832 -2.645 0.09
C 2.708 -3.423 -1.116 -0.22
Si 1.961 -4.059 0.481 0.29
C 2.289 -5.886 0.705 -0.22
C 2.662 -3.006 1.876 -0.23
Si -0.410 -3.877 0.414 0.38
Si -1.333 -4.224 -1.750 0.28
C -1.278 -6.048 -2.145 -0.22
C -0.301 -3.246 -2.988 -0.22
C -3.098 -3.595 -1.822 -0.23
Si -1.424 -4.173 2.553 0.29
C -0.415 -3.140 3.758 -0.22
C -3.191 -3.557 2.602 -0.23
C -1.361 -5.987 2.986 -0.22
H 3.802 -3.393 -1.035 0.04
H 2.371 -2.410 -1.355 -0.01
H 2.465 -4.068 -1.965 0.03
H 3.360 -6.121 0.677 0.04
H 1.810 -6.460 -0.094 0.03
H 1.900 -6.256 1.659 0.02
H 3.754 -2.943 1.791 0.04
H 2.439 -3.425 2.860 0.02
H 2.270 -1.983 1.849 -0.03
H -0.269 -6.454 -2.037 0.03
H -1.599 -6.237 -3.176 0.04
H -1.944 -6.616 -1.489 0.04
H 0.657 -3.735 -3.184 0.02
H -0.085 -2.221 -2.654 -0.01
H -0.827 -3.173 -3.947 0.04
H -3.744 -4.136 -1.121 0.04
H -3.513 -3.744 -2.825 0.05
H -3.165 -2.525 -1.600 -0.01
H -0.241 -2.123 3.389 0.00
H 0.557 -3.595 3.964 0.02
H -0.940 -3.057 4.717 0.04
H -3.249 -2.481 2.417 0.00
H -3.618 -3.739 3.594 0.05
H -3.826 -4.075 1.876 0.03
H -0.343 -6.384 2.939 0.02
H -1.985 -6.578 2.309 0.04
H -1.733 -6.157 4.002 0.04

=====

116
Properties=species:S:1:pos:R:3:lowdin_charge:R:1 method="wB97M-V/def2-TZVPD" total_charge=-2 homo_lumo_gap_ev=6.6 homo_energy_ha=-0.10187 e_above_lowest_kcal_mol=0.0
Cs 1.798 -1.393 0.472 0.61
C 1.836 2.287 2.889 -0.43
C 0.800 3.303 2.367 -0.44
As 0.405 3.281 0.405 1.33
C -1.264 4.359 0.552 -0.38
C -1.273 5.567 -0.128 -0.14
C -2.406 6.369 -0.132 -0.12
C -3.518 6.008 0.594 -0.12
C -3.513 4.816 1.312 -0.09
C -2.394 4.000 1.288 -0.09
C -0.487 1.530 0.377 -0.43
C -0.796 1.019 -0.883 -0.13
C -1.457 -0.185 -1.019 -0.12
C -1.857 -0.883 0.133 -0.10
C -1.554 -0.381 1.380 -0.11
C -0.864 0.837 1.504 -0.16
As 1.929 2.153 4.876 1.29
C -0.019 2.326 5.256 -0.40
C -0.708 3.519 5.193 -0.14
C -2.071 3.575 5.483 -0.09
C -2.758 2.418 5.811 -0.12
C -2.084 1.220 5.853 -0.10
C -0.716 1.162 5.598 -0.12
C 2.318 4.038 5.274 -0.41
C 3.128 4.834 4.458 -0.10
C 3.559 6.090 4.889 -0.10
C 3.230 6.559 6.147 -0.12
C 2.419 5.783 6.959 -0.11
C 1.993 4.532 6.541 -0.14
H 2.822 2.561 2.542 0.04
H 1.650 1.272 2.535 0.00
H 1.128 4.327 2.562 0.05
H -0.162 3.185 2.854 0.02
H -0.393 5.874 -0.663 0.08
H -2.371 7.311 -0.673 0.09
H -4.390 6.630 0.616 0.09
H -4.392 4.524 1.867 0.09
H -2.440 3.053 1.792 0.09
H -0.497 1.561 -1.782 0.10
H -1.670 -0.592 -1.990 0.07
H -2.426 -1.796 0.008 0.10
H -1.828 -0.887 2.287 0.10
H -0.701 1.238 2.485 0.08
H -0.166 4.427 4.984 0.09
H -2.579 4.530 5.437 0.09
H -3.812 2.435 6.043 0.09
H -2.610 0.322 6.125 0.09
H -0.208 0.205 5.640 0.01
H 3.434 4.506 3.474 0.10
H 4.199 6.664 4.243 0.09
H 3.564 7.531 6.487 0.09
H 2.130 6.162 7.928 0.09
H 1.381 3.938 7.195 0.09
O 3.322 2.435 -1.244 -0.18
N 3.270 1.749 -0.197 -0.08
N 4.367 1.192 0.237 -0.25
O 4.200 0.273 1.183 -0.35
C 5.625 1.215 -0.418 -0.16
C 6.125 2.330 -1.094 -0.03
C 7.369 2.327 -1.703 -0.11
C 8.126 1.177 -1.707 -0.14
C 7.675 0.068 -1.019 -0.09
C 6.440 0.081 -0.328 0.00
H 5.495 3.204 -1.136 0.10
H 7.732 3.220 -2.224 0.10
H 9.077 1.153 -2.224 0.09
H 8.278 -0.847 -1.033 0.10
H 6.092 -0.801 0.202 0.11
O 4.919 0.858 3.934 -0.16
H 4.228 0.373 4.428 -0.05
H 4.647 0.692 2.996 -0.01
I 1.717 -1.588 4.069 -0.35
C -2.116 -7.156 -3.132 -0.04
C -1.656 -6.330 -1.923 -0.66
C -0.144 -6.459 -1.783 -0.05
C -2.380 -6.804 -0.671 -0.04
O -2.073 -4.983 -2.101 -0.17
Si -1.431 -3.684 -2.929 -0.16
S 0.334 -2.915 -2.207 0.19
O -1.359 -4.197 -4.511 -0.18
C -0.647 -3.640 -5.612 -0.66
C -1.297 -4.228 -6.863 -0.04
C 0.821 -4.049 -5.502 -0.05
C -0.780 -2.102 -5.595 -0.04
O -2.654 -2.548 -2.837 -0.18
C -4.049 -2.633 -3.068 -0.65
C -4.501 -1.254 -3.518 -0.03
C -4.373 -3.649 -4.172 -0.03
C -4.749 -3.072 -1.783 -0.02
H -2.025 -8.235 -2.929 0.08
H -1.505 -6.900 -4.011 0.08
H -3.160 -6.932 -3.346 0.08
H 0.131 -7.506 -1.613 0.09
H 0.182 -5.867 -0.949 0.07
H 0.356 -6.073 -2.644 0.06
H -2.152 -7.856 -0.469 0.08
H -3.462 -6.705 -0.821 0.08
H -2.056 -6.204 0.174 0.09
H -1.267 -5.320 -6.789 0.08
H -0.761 -3.925 -7.757 0.07
H -2.357 -3.934 -6.935 0.08
H 0.893 -5.135 -5.368 0.08
H 1.278 -3.581 -4.646 0.02
H 1.358 -3.799 -6.415 0.08
H -1.815 -1.809 -5.717 0.07
H -0.209 -1.661 -6.427 0.09
H -0.390 -1.714 -4.648 0.05
H -4.054 -0.976 -4.477 0.08
H -4.269 -0.524 -2.770 0.07
H -5.587 -1.256 -3.664 0.08
H -3.906 -3.370 -5.115 0.07
H -5.454 -3.721 -4.309 0.08
H -4.030 -4.648 -3.904 0.07
H -4.590 -2.315 -0.997 0.08
H -4.320 -4.003 -1.427 0.07
H -5.817 -3.167 -1.986 0.08